No. 1
{"formula": "C10H12ClN", "method": "the ωB97M-V functional and the def2-TZVPD basis", "species": ["C", "C", "C", "C", "C", "C", "C", "C", "C", "C", "N", "Cl", "H", "H", "H", "H", "H", "H", "H", "H", "H", "H", "H", "H"], "positions_angstrom": [[0.6334, 1.1179, 1.5389], [-0.1659, 0.8135, 0.5606], [-0.0587, 1.6793, -0.6493], [-1.0755, 1.8150, -1.5407], [-2.2463, 0.9616, -1.3966], [-2.2312, -0.0527, -0.5052], [-1.1847, -0.2791, 0.4262], [-0.4290, -1.5605, 0.0118], [0.7660, -1.7849, 0.8825], [1.9790, -1.3049, 0.5741], [2.5164, -0.7865, -0.5516], [3.3602, -1.3900, 1.6604], [0.4922, 0.7571, 2.6089], [1.2720, 1.9943, 1.5400], [0.7919, 2.4419, -0.7026], [-1.0051, 2.6399, -2.1725], [-3.1013, 1.1258, -2.0266], [-3.0824, -0.7165, -0.5875], [-1.8083, -0.4666, 1.3130], [-1.1530, -2.4696, -0.0154], [-0.0534, -1.4696, -0.9705], [0.6276, -2.3112, 1.8184], [3.2417, -0.0435, -0.4460], [1.9143, -0.7106, -1.3702]], "atomic_forces_ev_per_a": [[0.073, 0.397, 4.257], [-0.988, 1.207, -2.831], [0.263, 1.203, -0.308], [0.891, -1.098, 2.400], [0.419, -0.462, 0.256], [-2.132, 1.960, -3.355], [0.781, -0.951, 1.701], [-0.561, -2.003, 1.123], [0.486, -0.500, 0.054], [0.494, -0.792, 1.049], [0.063, 1.371, -1.998], [-0.347, -0.370, 1.010], [0.249, -0.113, -1.620], [0.203, -0.160, -0.551], [-1.126, -1.322, 0.186], [-0.217, 0.944, -1.428], [-0.176, -0.087, -0.252], [0.041, -0.267, 0.571], [1.088, -0.122, 0.687], [1.226, 1.495, 0.215], [-0.031, 0.379, -1.455], [0.210, 0.166, 0.045], [-1.187, -1.099, -0.167], [0.278, 0.224, 0.410]], "lowdin_charge": [0.03, -0.29, -0.05, -0.08, -0.07, -0.11, -0.29, -0.14, -0.16, -0.81, 0.01, 0.65, 0.11, 0.07, 0.13, 0.08, 0.09, 0.12, 0.16, 0.15, 0.09, 0.10, 0.10, 0.10], "total_charge": 0, "relative_energy_kcal_mol": 63.93, "e_lumo_ha": 0.02273, "gap_ev": 8.548, "smiles": "C=C1C=CC=C[C@H]1C/C=C(\\N)Cl"}

No. 2
{"formula": "C5H10NO", "method": "the ωB97M-V functional and the def2-TZVPD basis", "species": ["C", "N", "C", "C", "C", "C", "O", "H", "H", "H", "H", "H", "H", "H", "H", "H", "H"], "positions_angstrom": [[-0.9885, -1.2635, 1.4326], [-0.2336, -0.3399, 0.6425], [-0.5466, 0.9102, 0.6292], [0.2953, 1.7206, -0.3469], [1.0176, 0.5993, -1.1586], [0.6499, -0.7115, -0.4456], [-0.2288, -1.6327, -1.2538], [-2.0175, -1.3401, 0.9136], [-1.1538, -0.7181, 2.4011], [-0.4338, -2.2498, 1.5221], [-1.2133, 1.4128, 1.3851], [-0.2364, 2.5811, -0.7627], [1.1135, 2.1479, 0.2677], [0.9263, 0.6403, -2.2587], [2.0251, 0.7347, -0.7711], [1.5233, -1.4612, -0.1829], [-0.4988, -1.0301, -2.0137]], "atomic_forces_ev_per_a": [[-1.589, -0.984, 0.786], [-0.299, 2.307, -0.133], [1.257, 1.480, 0.310], [-0.224, -0.834, 1.221], [0.520, 0.397, 1.291], [-0.553, -3.868, -2.446], [0.976, 2.921, -0.636], [1.737, -0.530, 0.928], [0.178, -1.154, -0.626], [-0.988, 1.305, 0.007], [0.441, -1.031, -0.910], [0.036, -0.510, -0.430], [-0.693, 0.247, -0.004], [0.156, -0.287, 0.702], [0.544, 0.020, -1.290], [-1.639, 2.042, 0.093], [0.139, -1.520, 1.135]], "lowdin_charge": [0.01, -0.10, 0.06, -0.08, -0.07, -0.25, -0.03, 0.15, 0.12, 0.14, 0.19, 0.13, 0.14, 0.15, 0.12, 0.21, 0.12], "total_charge": 1, "relative_energy_kcal_mol": 45.32, "e_lumo_ha": -0.17659, "gap_ev": 10.756, "smiles": "C[N+]1=CCC[C@@H]1O"}

No. 3
{"formula": "C5H11N3", "method": "the ωB97M-V functional and the def2-TZVPD basis", "species": ["C", "C", "C", "N", "C", "N", "C", "N", "H", "H", "H", "H", "H", "H", "H", "H", "H", "H", "H"], "positions_angstrom": [[-1.6325, 0.3345, -0.2840], [-0.1359, 0.3307, 0.1160], [0.6605, 1.2290, -0.8707], [0.0287, 0.7990, 1.4501], [0.8364, -0.3717, 2.2586], [0.9665, -1.3358, 1.3791], [0.4415, -1.0607, 0.1392], [0.4619, -1.9030, -0.8406], [-2.1996, -0.4061, 0.2758], [-1.7460, 0.1501, -1.3494], [-2.0544, 1.3153, -0.0728], [0.2628, 2.2407, -0.8302], [0.5514, 0.8669, -1.8889], [1.7159, 1.2605, -0.6126], [-0.1183, 1.7203, 1.8351], [1.1203, -0.2743, 3.2922], [1.4232, -2.2242, 1.6109], [0.0559, -1.6768, -1.7479], [0.8695, -2.8355, -0.7694]], "atomic_forces_ev_per_a": [[-0.097, -0.285, 0.093], [-0.361, 0.435, -1.076], [0.248, -0.151, 0.019], [4.133, -6.202, 4.624], [-4.362, 6.541, -4.190], [0.545, -1.043, 0.258], [-0.344, 0.425, -0.515], [0.075, 0.002, 0.284], [-0.042, -0.026, 0.058], [0.044, -0.045, -0.081], [0.096, 0.053, -0.008], [-0.100, -0.002, 0.057], [-0.042, -0.060, -0.102], [0.102, 0.010, 0.023], [0.022, 0.170, 0.084], [0.211, -0.237, 0.275], [-0.094, 0.176, 0.025], [0.004, 0.114, 0.156], [-0.036, 0.125, 0.017]], "lowdin_charge": [0.04, -0.50, 0.04, 0.19, 0.26, 0.19, -0.16, 0.34, 0.11, 0.11, 0.12, 0.12, 0.10, 0.11, 0.17, 0.17, 0.22, 0.18, 0.18], "total_charge": 2, "relative_energy_kcal_mol": 71.00, "e_lumo_ha": -0.38651, "gap_ev": 8.931, "smiles": "CC1(C)NC=[NH+]C1=[NH2+]"}